A | Entry from the Open Molecules 2025 dataset: a 10-piece molecular cluster, H20O10 overall (ωB97M-V/def2-TZVPD).

Output
Orbital gap: 9.720 eV
SMILES: O.O.O.O.O.O.O.O.O.O
LUMO level: -0.529 eV
E_HOMO: -10.25 eV

The geometry in ORCA input format:
```
! wB97M-V def2-TZVPD RIJCOSX def2/J DEFGRID3
* xyz 0 1
H 0.095 -0.617 1.945
H -0.488 0.140 0.763
H 0.112 3.770 -0.582
H 0.049 3.847 -2.098
H -3.685 2.438 -0.178
H -3.980 3.063 -1.532
H 2.162 1.393 3.029
H 2.046 2.718 2.293
H -0.726 -2.134 4.320
H 0.283 -1.003 4.208
H 0.963 -1.547 -1.306
H 0.104 -0.419 -0.759
H 3.430 -1.538 1.126
H 2.198 -0.650 1.179
H -1.326 -2.638 -1.393
H -1.631 -3.859 -2.246
H -0.643 2.487 -3.605
H -0.994 1.028 -3.363
H -0.710 -4.373 0.275
H 0.459 -4.357 -0.696
O -0.035 0.275 1.603
O -0.132 3.255 -1.359
O -3.577 3.256 -0.678
O 2.685 2.147 2.734
O -0.319 -1.426 4.831
O 0.817 -0.597 -1.382
O 2.720 -1.190 0.575
O -1.164 -3.016 -2.265
O -0.273 1.598 -3.652
O -0.437 -4.021 -0.580
*
```

Atomic partial charges in e from the Mulliken method, atoms 1 to 8: number 1, H, carries 0.256; number 2, H, carries 0.241; number 3, H, carries 0.262; number 4, H, carries 0.280; number 5, H, carries 0.304; number 6, H, carries 0.312; number 7, H, carries 0.294; number 8, H, carries 0.318



B | Entry from the Open Molecules 2025 dataset: a 10-piece molecular cluster, H20O10 overall (ωB97M-V/def2-TZVPD).

Output
Orbital gap: 10.393 eV
SMILES: O.O.O.O.O.O.O.O.O.O
LUMO level: -0.154 eV
E_HOMO: -10.55 eV

The geometry in ORCA input format:
```
! wB97M-V def2-TZVPD RIJCOSX def2/J DEFGRID3
* xyz 0 1
O -0.186 -0.543 -2.062
H 0.175 -0.757 -1.192
H 0.276 -0.965 -2.795
O -1.488 -1.403 0.478
H -2.081 -0.711 0.806
H -2.008 -2.195 0.289
O 3.908 0.384 0.932
H 3.759 0.531 1.875
H 3.267 0.909 0.433
O -1.671 2.064 2.733
H -1.824 1.408 3.418
H -2.534 2.448 2.523
O 0.713 0.801 0.604
H 1.081 -0.087 0.655
H -0.222 0.613 0.723
O 1.707 -2.984 -0.990
H 1.157 -2.544 -0.338
H 1.843 -3.899 -0.735
O -2.898 1.492 0.411
H -3.606 1.840 -0.142
H -2.114 1.631 -0.131
O 2.921 0.786 -2.734
H 2.547 0.454 -3.566
H 2.534 0.055 -2.226
O -0.156 -0.581 2.533
H -0.262 -0.398 3.471
H -0.180 -1.538 2.435
O -2.535 0.429 -2.122
H -2.744 -0.429 -2.530
H -1.806 0.144 -1.531
*
```

Atomic partial charges in e from the Mulliken method, atoms 1 to 8: number 1, O, carries -0.554; number 2, H, carries 0.251; number 3, H, carries 0.247; number 4, O, carries -0.441; number 5, H, carries 0.268; number 6, H, carries 0.226; number 7, O, carries -0.652; number 8, H, carries 0.315



Which structure loses on stability? A does.



A | Entry from the Open Molecules 2025 dataset: a 10-piece molecular cluster, H20O10 overall (ωB97M-V/def2-TZVPD).

Output
Orbital gap: 9.616 eV
SMILES: O.O.O.O.O.O.O.O.O.O
LUMO level: -0.430 eV
E_HOMO: -10.05 eV

The geometry in ORCA input format:
```
! wB97M-V def2-TZVPD RIJCOSX def2/J DEFGRID3
* xyz 0 1
O -0.330 0.098 0.294
H -1.017 0.272 -0.361
H 0.561 -0.056 -0.055
O 3.102 -2.608 -0.058
H 3.410 -3.118 -0.797
H 2.475 -2.014 -0.516
O -1.546 -2.459 1.288
H -0.952 -1.782 1.498
H -1.127 -2.885 0.534
O -1.627 1.924 -1.622
H -1.455 2.866 -1.545
H -1.925 1.809 -2.520
O 2.859 1.567 -0.507
H 3.246 0.810 -0.089
H 2.269 1.243 -1.185
O -2.911 -0.520 -0.683
H -3.803 -0.838 -0.794
H -2.575 -1.232 -0.163
O 1.695 -0.965 -1.388
H 2.376 -1.136 -2.050
H 0.842 -1.259 -1.669
O -0.234 2.223 1.997
H -1.035 2.078 2.450
H -0.091 1.504 1.369
O 3.000 -0.273 1.527
H 2.639 0.001 2.326
H 2.844 -1.230 1.457
O -3.428 1.971 0.789
H -2.990 1.755 -0.018
H -4.281 2.265 0.488
*
```

Atomic partial charges in e from the Mulliken method, atoms 1 to 8: number 1, O, carries -0.443; number 2, H, carries 0.284; number 3, H, carries 0.315; number 4, O, carries -0.703; number 5, H, carries 0.284; number 6, H, carries 0.444; number 7, O, carries -0.686; number 8, H, carries 0.320



B | Entry from the Open Molecules 2025 dataset: a 10-piece molecular cluster, H20O10 overall (ωB97M-V/def2-TZVPD).

Output
Orbital gap: 10.453 eV
SMILES: O.O.O.O.O.O.O.O.O.O
LUMO level: 0.000 eV
E_HOMO: -10.45 eV

The geometry in ORCA input format:
```
! wB97M-V def2-TZVPD RIJCOSX def2/J DEFGRID3
* xyz 0 1
O -2.910 0.834 0.567
H -2.629 0.087 1.094
H -3.287 0.344 -0.181
O 0.594 0.183 0.607
H -0.244 -0.303 0.531
H 0.449 0.916 -0.051
O -1.729 -1.269 1.610
H -1.393 -1.793 2.310
H -1.846 -1.821 0.800
O 2.203 -0.637 -1.611
H 2.183 -0.196 -0.781
H 2.773 -0.102 -2.194
O 3.015 -1.425 1.077
H 3.075 -0.574 1.511
H 3.027 -1.942 1.863
O -0.221 1.663 2.650
H -0.011 1.096 1.881
H 0.665 2.008 2.682
O -0.418 2.675 -0.741
H 0.242 2.851 -1.425
H -1.143 3.232 -0.709
O -2.196 1.925 -2.595
H -1.657 2.449 -3.169
H -1.855 1.857 -1.709
O 0.943 -3.371 0.832
H 1.244 -2.464 0.884
H 1.721 -3.917 0.741
O -0.399 -0.461 -2.252
H 0.496 -0.500 -1.941
H -0.695 -1.350 -2.286
*
```

Atomic partial charges in e from the Mulliken method, atoms 1 to 8: number 1, O, carries -0.629; number 2, H, carries 0.379; number 3, H, carries 0.289; number 4, O, carries -0.540; number 5, H, carries 0.289; number 6, H, carries 0.261; number 7, O, carries -0.682; number 8, H, carries 0.265



Which structure loses on stability? B does.



A | Entry from the Open Molecules 2025 dataset: a 10-piece molecular cluster, H20O10 overall (ωB97M-V/def2-TZVPD).

Output
Orbital gap: 10.289 eV
SMILES: O.O.O.O.O.O.O.O.O.O
LUMO level: -0.016 eV
E_HOMO: -10.30 eV

The geometry in ORCA input format:
```
! wB97M-V def2-TZVPD RIJCOSX def2/J DEFGRID3
* xyz 0 1
O -3.732 -1.341 -1.981
H -3.984 -1.249 -1.052
H -3.326 -2.218 -1.949
O 0.023 3.967 0.073
H -0.835 4.373 0.021
H 0.698 4.518 0.467
O 1.081 -4.362 -0.223
H 0.266 -4.672 0.187
H 0.975 -3.410 -0.105
O -1.830 0.983 -1.597
H -1.175 0.660 -1.021
H -2.460 0.302 -1.840
O 0.403 -0.177 3.672
H 0.124 0.717 3.846
H 1.122 0.096 3.130
O 0.366 2.257 2.327
H 0.137 2.423 1.404
H 0.971 2.948 2.605
O 0.049 -2.445 1.876
H -0.623 -2.803 1.287
H -0.239 -2.768 2.725
O 1.174 0.460 0.396
H 0.651 -0.188 -0.084
H 1.982 0.567 -0.092
O 3.444 1.821 -1.167
H 3.207 2.005 -2.075
H 2.579 1.919 -0.753
O -0.255 -1.551 -3.035
H -0.472 -0.652 -3.293
H -0.322 -2.180 -3.752
*
```

Atomic partial charges in e from the Mulliken method, atoms 1 to 8: number 1, O, carries -0.676; number 2, H, carries 0.330; number 3, H, carries 0.324; number 4, O, carries -0.608; number 5, H, carries 0.280; number 6, H, carries 0.304; number 7, O, carries -0.612; number 8, H, carries 0.303



B | Entry from the Open Molecules 2025 dataset: a 10-piece molecular cluster, H20O10 overall (ωB97M-V/def2-TZVPD).

Output
Orbital gap: 9.314 eV
SMILES: O.O.O.O.O.O.O.O.O.O
LUMO level: 0.224 eV
E_HOMO: -9.09 eV

The geometry in ORCA input format:
```
! wB97M-V def2-TZVPD RIJCOSX def2/J DEFGRID3
* xyz 0 1
H 0.328 0.276 0.097
H 0.196 0.792 1.521
H -1.726 2.414 -2.435
H -0.751 2.083 -1.317
H -0.176 -0.813 -3.426
H 0.124 -1.063 -1.957
H -0.824 -1.290 3.914
H -0.700 -2.532 4.782
H -3.262 2.413 4.018
H -3.250 2.382 2.498
H 3.097 -1.698 -1.007
H 1.900 -2.617 -0.822
H 1.216 -3.911 0.671
H 0.943 -4.236 -0.788
H 2.821 1.942 1.676
H 2.724 3.451 1.520
H 0.052 4.916 -1.537
H -1.308 4.431 -2.014
H -1.030 -3.051 -3.224
H -0.904 -2.844 -1.723
O 0.768 0.262 0.955
O -1.541 1.752 -1.759
O 0.476 -1.216 -2.841
O -0.734 -2.248 3.861
O -2.858 2.838 3.252
O 2.596 -2.392 -1.450
O 0.657 -3.658 -0.072
O 2.186 2.651 1.520
O -0.577 4.193 -1.432
O -0.444 -3.227 -2.479
*
```

Atomic partial charges in e from the Mulliken method, atoms 1 to 8: number 1, H, carries 0.263; number 2, H, carries 0.302; number 3, H, carries 0.264; number 4, H, carries 0.398; number 5, H, carries 0.283; number 6, H, carries 0.266; number 7, H, carries 0.307; number 8, H, carries 0.313



Which structure loses on stability? B does.



A | Entry from the Open Molecules 2025 dataset: a 10-piece molecular cluster, H20O10 overall (ωB97M-V/def2-TZVPD).

Output
Orbital gap: 8.601 eV
SMILES: O.O.O.O.O.O.O.O.O.O
LUMO level: -0.189 eV
E_HOMO: -8.79 eV

The geometry in ORCA input format:
```
! wB97M-V def2-TZVPD RIJCOSX def2/J DEFGRID3
* xyz 0 1
H 0.717 0.570 -1.339
H 0.084 1.425 -0.253
H -1.284 -3.212 -1.287
H -1.144 -3.843 0.089
H -2.231 -1.049 0.904
H -1.981 0.069 -0.094
H 3.342 1.936 -2.215
H 3.080 1.288 -0.865
H -4.156 3.993 1.481
H -4.314 2.918 0.419
H 1.021 -1.975 1.589
H 1.120 -0.560 2.134
H 1.108 -3.198 -0.874
H 0.757 -2.973 -2.336
H -3.622 0.338 -1.690
H -3.981 1.204 -0.494
H 2.782 3.823 0.034
H 3.211 4.819 -1.030
H 2.951 -2.505 2.401
H 2.803 -0.995 2.317
O 0.353 0.520 -0.447
O -0.762 -3.856 -0.796
O -2.690 -0.441 0.315
O 3.135 1.087 -1.806
O -3.702 3.238 1.091
O 1.065 -1.480 2.415
O 0.655 -2.582 -1.460
O -4.116 0.324 -0.863
O 3.136 4.712 -0.075
O 2.893 -1.781 1.767
*
```

Atomic partial charges in e from the Mulliken method, atoms 1 to 8: number 1, H, carries 0.306; number 2, H, carries 0.278; number 3, H, carries 0.343; number 4, H, carries 0.269; number 5, H, carries 0.252; number 6, H, carries 0.337; number 7, H, carries 0.303; number 8, H, carries 0.303



B | Entry from the Open Molecules 2025 dataset: a 10-piece molecular cluster, H20O10 overall (ωB97M-V/def2-TZVPD).

Output
Orbital gap: 9.365 eV
SMILES: O.O.O.O.O.O.O.O.O.O
LUMO level: -0.746 eV
E_HOMO: -10.11 eV

The geometry in ORCA input format:
```
! wB97M-V def2-TZVPD RIJCOSX def2/J DEFGRID3
* xyz 0 1
O -2.097 -1.143 -1.772
H -1.511 -0.548 -1.305
H -2.803 -1.322 -1.150
O 3.131 2.337 1.621
H 3.043 1.769 2.386
H 2.236 2.455 1.305
O 1.818 0.821 -2.422
H 1.163 0.837 -3.119
H 1.342 0.508 -1.653
O -2.099 -3.373 1.152
H -2.777 -2.876 1.609
H -1.281 -2.937 1.390
O 0.155 -0.152 -0.484
H 0.287 0.610 0.081
H 0.433 -0.897 0.049
O -1.173 0.492 2.401
H -0.792 -0.205 2.934
H -2.066 0.197 2.223
O 0.059 2.996 -1.787
H 0.992 2.812 -1.897
H -0.098 2.885 -0.850
O 0.453 -2.222 1.587
H 0.872 -1.848 2.362
H 1.039 -2.928 1.314
O 0.300 -2.089 -3.155
H 0.065 -2.859 -3.672
H -0.534 -1.651 -2.982
O 0.248 2.724 1.034
H -0.547 2.197 1.106
H 0.143 3.410 1.693
*
```

Atomic partial charges in e from the Mulliken method, atoms 1 to 8: number 1, O, carries -0.654; number 2, H, carries 0.337; number 3, H, carries 0.294; number 4, O, carries -0.624; number 5, H, carries 0.291; number 6, H, carries 0.335; number 7, O, carries -0.675; number 8, H, carries 0.296



Which structure loses on stability? A does.